Entry 1:
Below is a 4-piece molecular cluster, C29H51Br2F3NO11P2 overall, with properties calculated with ωB97M-V with the def2-TZVPD basis set.

Element x y z (Å)
C (-5.02, 2.08, 1.05)
C (-3.53, 2.38, 1.03)
O (-3.31, 3.59, 1.77)
P (-1.86, 4.05, 2.28)
O (-1.67, 5.50, 2.14)
C (-0.62, 3.01, 1.50)
C (0.03, 1.94, 2.40)
P (1.51, 1.06, 1.60)
C (2.24, 0.59, 3.30)
C (3.61, 0.46, 3.41)
C (4.19, 0.09, 4.61)
N (3.50, -0.17, 5.71)
C (2.18, -0.06, 5.61)
C (1.52, 0.32, 4.45)
O (0.92, 1.34, -0.02)
C (0.51, 0.18, -0.69)
C (0.43, -1.00, 0.30)
C (-0.95, -1.67, 0.21)
C (-1.05, -3.12, 0.68)
C (-0.94, -3.46, 2.15)
F (-1.34, -4.78, 2.30)
Br (0.88, -3.37, 2.80)
C (-1.84, -2.67, 3.14)
F (-1.96, -3.37, 4.29)
F (-1.34, -1.46, 3.44)
Br (-3.65, -2.43, 2.45)
O (0.62, -0.49, 1.58)
O (-1.90, 3.57, 3.82)
C (-2.00, 4.54, 4.87)
C (-0.64, 5.07, 5.27)
H (-5.35, 1.80, 2.05)
H (-5.24, 1.27, 0.35)
H (-5.57, 2.97, 0.74)
H (-2.97, 1.55, 1.47)
H (-3.18, 2.50, 0.00)
H (0.14, 3.72, 1.17)
H (-1.02, 2.55, 0.60)
H (-0.72, 1.22, 2.72)
H (0.39, 2.45, 3.30)
H (2.23, 2.31, 1.59)
H (2.65, 0.35, 1.01)
H (4.25, 0.64, 2.55)
H (5.27, 0.00, 4.68)
H (1.61, -0.28, 6.50)
H (0.44, 0.37, 4.46)
H (1.19, -0.04, -1.54)
H (-0.47, 0.37, -1.15)
H (1.20, -1.75, 0.06)
H (-1.66, -1.03, 0.75)
H (-1.26, -1.66, -0.84)
H (-2.04, -3.52, 0.39)
H (-0.30, -3.73, 0.16)
H (-2.46, 4.00, 5.70)
H (-2.68, 5.34, 4.58)
H (-0.09, 5.38, 4.37)
H (-0.06, 4.29, 5.77)
H (-0.74, 5.93, 5.93)
O (-2.27, 2.01, -2.46)
C (-1.97, 1.75, -3.60)
O (-1.01, 0.83, -3.82)
C (-0.72, 0.32, -5.12)
C (0.20, 1.23, -5.91)
C (-2.61, 2.47, -4.77)
H (-1.65, 0.10, -5.66)
H (-0.24, -0.64, -4.92)
H (-0.26, 2.20, -6.11)
H (0.45, 0.77, -6.87)
H (1.11, 1.41, -5.35)
H (-2.09, 3.42, -4.90)
H (-3.64, 2.68, -4.50)
H (-2.58, 1.92, -5.70)
O (2.27, -10.20, 5.34)
C (1.23, -9.72, 4.97)
O (1.25, -8.86, 3.93)
C (0.06, -8.35, 3.33)
C (-0.53, -7.16, 4.07)
C (-0.08, -10.01, 5.67)
H (-0.67, -9.15, 3.20)
H (0.37, -8.04, 2.33)
H (-0.83, -7.44, 5.08)
H (-1.40, -6.79, 3.54)
H (0.20, -6.36, 4.14)
H (-0.14, -9.36, 6.54)
H (-0.04, -11.04, 6.02)
H (-0.96, -9.87, 5.06)
O (1.11, 3.93, -7.34)
C (1.88, 3.95, -8.26)
O (2.53, 2.81, -8.57)
C (3.39, 2.69, -9.70)
C (4.79, 3.18, -9.41)
C (2.19, 5.22, -9.02)
H (2.96, 3.18, -10.57)
H (3.41, 1.62, -9.92)
H (4.80, 4.25, -9.18)
H (5.44, 3.02, -10.27)
H (5.21, 2.65, -8.56)
H (2.92, 5.78, -8.45)
H (1.27, 5.81, -9.07)
H (2.57, 5.07, -10.03)

Results
charge = -1
calculated total energy = -221731.176 eV

Atomic partial charges in e from the Löwdin method, atoms 1 to 4:
1. C -0.076
2. C -0.282
3. O -0.207
4. P 0.509


Entry 2:
Below is a 8-piece molecular cluster, C29H51FO24 overall, with properties calculated with ωB97M-V with the def2-TZVPD basis set.

Element x y z (Å)
O (-0.78, 1.79, 1.07)
C (-0.48, 0.63, 1.09)
O (-0.08, -0.08, 2.13)
C (0.33, -1.35, 1.71)
C (-0.11, -1.42, 0.29)
F (-1.25, -2.08, 0.29)
O (-0.40, -0.05, -0.02)
H (1.41, -1.47, 1.81)
H (-0.04, -2.13, 2.36)
H (0.59, -1.87, -0.41)
C (-1.04, 8.01, 0.97)
C (-2.00, 9.11, 0.84)
O (-3.30, 8.62, 1.37)
C (-4.46, 9.33, 1.44)
O (-4.61, 10.45, 0.89)
O (-5.46, 8.63, 1.96)
C (-6.78, 9.20, 1.89)
H (-1.16, 7.17, 0.29)
H (-1.13, 7.46, 1.91)
H (0.01, 8.25, 0.86)
H (-1.99, 9.51, -0.18)
H (-1.75, 9.84, 1.61)
H (-6.71, 10.16, 2.40)
H (-7.31, 8.57, 2.60)
H (-7.26, 9.28, 0.91)
C (-1.42, -7.14, 3.86)
C (-2.28, -6.91, 2.57)
O (-1.52, -7.35, 1.46)
C (-2.08, -8.05, 0.47)
O (-3.25, -8.41, 0.26)
O (-1.01, -8.43, -0.23)
C (-1.18, -9.25, -1.40)
H (-1.46, -8.20, 4.09)
H (-1.99, -6.71, 4.68)
H (-0.37, -6.87, 3.73)
H (-2.41, -5.83, 2.51)
H (-3.21, -7.43, 2.80)
H (-0.29, -9.80, -1.69)
H (-1.65, -8.62, -2.16)
H (-1.80, -10.12, -1.19)
C (6.61, 7.57, -5.44)
C (5.30, 7.63, -4.60)
O (4.84, 6.34, -4.55)
C (3.77, 5.95, -3.81)
O (2.91, 6.68, -3.29)
O (3.62, 4.62, -3.97)
C (2.53, 4.04, -3.33)
H (6.96, 8.59, -5.24)
H (6.27, 7.45, -6.46)
H (7.22, 6.74, -5.11)
H (4.49, 8.27, -4.94)
H (5.64, 7.94, -3.61)
H (1.62, 4.43, -3.78)
H (2.57, 4.24, -2.26)
H (2.63, 2.96, -3.42)
C (4.31, 0.09, 7.09)
C (3.48, -1.01, 6.42)
O (3.82, -2.14, 7.18)
C (3.43, -3.35, 6.70)
O (2.80, -3.57, 5.65)
O (3.83, -4.30, 7.65)
C (3.62, -5.69, 7.48)
H (4.35, 1.07, 6.60)
H (5.34, -0.26, 7.18)
H (3.90, 0.32, 8.07)
H (3.75, -1.11, 5.37)
H (2.41, -0.83, 6.52)
H (2.88, -5.99, 6.75)
H (3.37, -6.03, 8.48)
H (4.54, -6.16, 7.14)
C (-0.94, -4.64, -5.00)
C (-1.53, -5.31, -6.20)
O (-2.02, -4.27, -7.06)
C (-3.41, -4.04, -7.03)
O (-4.23, -4.93, -6.80)
O (-3.70, -2.85, -7.50)
C (-5.13, -2.57, -7.56)
H (-0.36, -5.35, -4.42)
H (-1.65, -4.08, -4.39)
H (-0.30, -3.82, -5.32)
H (-2.21, -6.08, -5.86)
H (-0.77, -5.77, -6.84)
H (-5.54, -2.13, -6.65)
H (-5.65, -3.50, -7.81)
H (-5.37, -1.96, -8.43)
O (4.50, -2.42, -2.86)
C (5.48, -3.19, -3.01)
O (6.24, -3.48, -1.97)
C (7.34, -4.24, -2.40)
C (6.84, -4.69, -3.71)
O (5.97, -3.73, -4.12)
H (8.32, -3.81, -2.61)
H (7.41, -5.14, -1.79)
H (6.08, -5.46, -3.54)
H (7.64, -4.85, -4.43)
O (-8.01, 5.15, 5.63)
C (-7.35, 4.57, 4.76)
O (-5.98, 4.50, 4.81)
C (-5.40, 4.01, 3.68)
C (-6.61, 3.84, 2.82)
O (-7.81, 4.18, 3.58)
H (-4.58, 4.60, 3.28)
H (-4.99, 3.02, 3.89)
H (-6.78, 2.83, 2.44)
H (-6.63, 4.66, 2.10)

Results
SMILES = O=C1OC[C@@H](F)O1.CCOC(=O)OC.CCOC(=O)OC.CCOC(=O)OC.CCOC(=O)OC.CCOC(=O)OC.O=C1OCCO1.O=C1OCCO1
calculated total energy = -82753.369 eV

Atomic partial charges in e from the Löwdin method, atoms 1 to 4:
1. O 0.167
2. C -0.624
3. O 0.113
4. C -0.081


Entry 3:
Below is a 5-piece molecular cluster, C29H51IO10 overall, with properties calculated with ωB97M-V with the def2-TZVPD basis set.

Element x y z (Å)
O (6.42, -0.48, 4.88)
C (5.63, 0.23, 4.21)
C (4.16, -0.25, 3.74)
C (3.63, 0.17, 2.49)
C (2.19, -0.19, 1.91)
C (1.52, -1.52, 2.51)
C (-0.06, -1.17, 2.76)
I (-1.24, -1.40, 0.92)
C (4.54, 1.13, 1.56)
O (4.55, 1.02, 0.31)
C (5.42, 2.21, 2.38)
C (5.67, 3.66, 1.86)
C (6.49, 4.63, 2.75)
C (7.08, 4.14, 4.11)
C (6.84, 2.69, 4.64)
C (6.00, 1.74, 3.76)
H (3.55, -0.91, 4.44)
H (1.50, 0.70, 2.18)
H (2.28, -0.28, 0.78)
H (1.92, -1.86, 3.52)
H (1.60, -2.33, 1.70)
H (-0.44, -1.92, 3.53)
H (-0.19, -0.12, 3.22)
H (5.21, 3.95, 0.86)
H (6.64, 5.69, 2.35)
H (7.69, 4.84, 4.79)
H (7.25, 2.32, 5.64)
C (11.51, 6.65, -0.33)
O (11.00, 5.66, -1.21)
C (10.41, 4.56, -0.52)
C (8.88, 4.66, -0.52)
O (8.44, 5.78, 0.24)
C (8.07, 6.89, -0.57)
H (11.73, 7.54, -0.91)
H (10.78, 6.91, 0.45)
H (12.43, 6.29, 0.14)
H (10.79, 4.49, 0.50)
H (10.70, 3.65, -1.05)
H (8.47, 3.77, -0.05)
H (8.50, 4.71, -1.55)
H (7.11, 6.69, -1.06)
H (8.82, 7.10, -1.33)
H (7.96, 7.76, 0.07)
C (-5.82, -0.63, -3.91)
O (-4.67, -1.04, -4.64)
C (-3.47, -0.50, -4.10)
C (-2.72, -1.54, -3.28)
O (-3.44, -1.88, -2.10)
C (-4.12, -3.12, -2.23)
H (-6.67, -1.25, -4.22)
H (-5.68, -0.76, -2.83)
H (-6.05, 0.42, -4.13)
H (-3.67, 0.40, -3.51)
H (-2.84, -0.21, -4.95)
H (-1.77, -1.11, -2.95)
H (-2.50, -2.43, -3.87)
H (-3.41, -3.95, -2.16)
H (-4.68, -3.19, -3.16)
H (-4.83, -3.21, -1.40)
C (-2.97, -4.29, 4.35)
O (-1.59, -4.65, 4.31)
C (-1.09, -5.00, 5.59)
C (-0.99, -6.52, 5.75)
O (-2.28, -7.13, 5.76)
C (-2.61, -7.72, 4.51)
H (-3.34, -4.25, 3.32)
H (-3.57, -5.01, 4.91)
H (-3.08, -3.30, 4.79)
H (-1.70, -4.57, 6.39)
H (-0.09, -4.58, 5.67)
H (-0.53, -6.74, 6.72)
H (-0.36, -6.95, 4.97)
H (-2.05, -8.65, 4.39)
H (-2.40, -7.05, 3.67)
H (-3.67, -7.95, 4.51)
C (-10.09, -0.82, -7.84)
O (-11.17, -0.71, -6.92)
C (-10.86, -1.29, -5.66)
C (-10.49, -0.22, -4.63)
O (-9.26, 0.42, -4.97)
C (-9.47, 1.69, -5.56)
H (-10.30, -0.17, -8.69)
H (-9.14, -0.52, -7.40)
H (-10.02, -1.85, -8.20)
H (-10.06, -2.03, -5.75)
H (-11.76, -1.81, -5.31)
H (-10.34, -0.71, -3.66)
H (-11.30, 0.51, -4.52)
H (-9.77, 2.42, -4.80)
H (-10.22, 1.66, -6.35)
H (-8.52, 2.02, -6.00)

Results
SMILES = O=C1C=C(CCCI)C(=O)c2ccccc21.COCCOC.COCCOC.COCCOC.COCCOC
calculated total energy = -59464.532 eV

Atomic partial charges in e from the Löwdin method, atoms 1 to 4:
1. O 0.041
2. C -0.274
3. C 0.057
4. C -0.097


Entry 4:
Below is C29H52BCl2IrN6O3S4Si as an isolated structure, with properties calculated with ωB97M-V with the def2-TZVPD basis set.

Element x y z (Å)
Ir (0.14, -0.79, -0.16)
C (5.04, -0.92, -0.10)
C (5.10, 0.41, -0.82)
C (5.19, 0.13, -2.33)
C (6.33, 1.18, -0.32)
N (3.90, 1.26, -0.59)
C (3.87, 2.53, -1.16)
C (2.79, 3.16, -0.69)
N (2.13, 2.29, 0.16)
B (0.92, 2.81, 0.94)
N (-0.34, 2.96, 0.05)
C (-1.29, 3.89, 0.39)
C (-2.30, 3.79, -0.49)
N (-1.97, 2.80, -1.40)
C (-0.77, 2.26, -1.02)
S (0.11, 0.93, -1.74)
C (-2.93, 2.50, -2.51)
C (-3.24, 3.82, -3.22)
C (-2.35, 1.54, -3.53)
C (-4.18, 1.89, -1.88)
N (0.54, 2.07, 2.26)
C (1.11, 2.49, 3.43)
C (0.48, 1.87, 4.45)
N (-0.50, 1.07, 3.90)
C (-0.42, 1.18, 2.54)
S (-1.35, 0.30, 1.37)
C (-1.43, 0.31, 4.80)
C (-1.84, 1.26, 5.94)
C (-2.70, -0.15, 4.11)
C (-0.65, -0.88, 5.36)
C (2.81, 1.13, 0.23)
S (2.25, -0.23, 1.11)
H (5.95, -1.47, -0.34)
H (4.19, -1.51, -0.43)
H (4.97, -0.80, 0.98)
H (6.07, -0.48, -2.53)
H (5.29, 1.05, -2.91)
H (4.31, -0.41, -2.66)
H (7.22, 0.56, -0.45)
H (6.22, 1.41, 0.74)
H (6.48, 2.11, -0.87)
H (4.61, 2.86, -1.85)
H (2.40, 4.14, -0.90)
H (1.20, 3.93, 1.28)
H (-1.15, 4.54, 1.23)
H (-3.20, 4.36, -0.57)
H (-2.33, 4.28, -3.59)
H (-3.76, 4.53, -2.58)
H (-3.89, 3.61, -4.07)
H (-1.43, 1.93, -3.97)
H (-3.09, 1.41, -4.32)
H (-2.13, 0.57, -3.09)
H (-4.70, 2.60, -1.23)
H (-3.91, 1.01, -1.29)
H (-4.87, 1.59, -2.67)
H (1.91, 3.21, 3.44)
H (0.65, 1.94, 5.51)
H (-2.22, 2.21, 5.54)
H (-1.03, 1.47, 6.63)
H (-2.65, 0.79, 6.50)
H (-3.21, 0.68, 3.62)
H (-3.37, -0.56, 4.87)
H (-2.51, -0.91, 3.37)
H (0.19, -0.54, 5.97)
H (-0.27, -1.51, 4.55)
H (-1.30, -1.48, 6.00)
C (-0.47, -4.43, 2.95)
S (-0.86, -2.72, 2.56)
C (-2.53, -2.99, 1.96)
O (0.03, -2.38, 1.41)
H (-0.58, -5.03, 2.06)
H (-1.13, -4.76, 3.75)
H (0.57, -4.45, 3.28)
H (-3.15, -3.29, 2.81)
H (-2.53, -3.76, 1.19)
H (-2.88, -2.05, 1.56)
Cl (3.29, -4.30, 0.06)
C (2.02, -4.14, -1.18)
Cl (0.48, -4.69, -0.50)
C (2.10, -2.73, -1.86)
O (2.93, -2.73, -2.76)
O (1.43, -1.71, -1.52)
H (2.27, -4.84, -1.96)
C (-3.28, -1.95, -3.64)
Si (-1.48, -2.07, -3.04)
C (-0.39, -1.12, -4.26)
C (-1.00, -3.85, -3.40)
C (-1.52, -1.52, -1.23)
H (-3.35, -2.19, -4.70)
H (-3.70, -0.95, -3.48)
H (-3.91, -2.66, -3.09)
H (-0.37, -1.70, -5.19)
H (0.64, -1.05, -3.90)
H (-0.74, -0.12, -4.50)
H (-1.28, -4.05, -4.44)
H (-1.52, -4.58, -2.77)
H (0.07, -4.02, -3.32)
H (-1.91, -2.40, -0.70)
H (-2.31, -0.76, -1.16)

Results
calculated total energy = -125784.614 eV

Atomic partial charges in e from the Löwdin method, atoms 1 to 4:
1. Ir 0.690
2. C -0.085
3. C -0.537
4. C -0.016


Entry 5:
Below is C29H52P2SiY as an isolated structure, with properties calculated with ωB97M-V with the def2-TZVPD basis set.

Element x y z (Å)
Y (0.68, -1.12, -0.31)
C (-0.36, -2.98, 1.83)
C (1.00, -3.21, 1.45)
C (0.95, -1.49, 3.00)
C (-0.38, -1.95, 2.80)
C (1.82, -2.26, 2.17)
C (-1.52, -3.85, 1.53)
H (-1.39, -4.37, 0.58)
H (-2.43, -3.24, 1.48)
H (-1.70, -4.62, 2.30)
C (-1.56, -1.39, 3.49)
H (-2.48, -1.94, 3.27)
H (-1.71, -0.35, 3.17)
H (-1.44, -1.39, 4.59)
C (1.31, -0.38, 3.91)
H (0.87, -0.53, 4.92)
H (0.89, 0.56, 3.50)
H (2.39, -0.24, 4.01)
C (3.31, -2.24, 2.26)
H (3.71, -2.79, 3.14)
H (3.66, -1.20, 2.36)
H (3.79, -2.69, 1.36)
C (1.51, -4.43, 0.75)
H (1.78, -5.23, 1.47)
H (2.41, -4.20, 0.16)
H (0.72, -4.83, 0.10)
C (-1.56, 0.25, -4.40)
C (-1.89, -1.07, -4.51)
C (-0.89, -2.14, -4.84)
C (0.64, -1.84, -4.56)
C (0.97, -1.09, -3.32)
C (1.16, 0.24, -3.36)
C (0.83, 1.12, -4.55)
C (-0.53, 0.82, -5.27)
H (-0.96, -2.32, -5.95)
H (1.04, -1.28, -5.43)
H (-1.10, -3.10, -4.32)
H (-0.35, 0.07, -6.08)
H (-2.12, 0.97, -3.81)
H (-2.98, -1.37, -4.52)
H (-0.89, 1.78, -5.72)
H (0.80, 2.17, -4.20)
H (1.83, 0.73, -2.65)
H (1.60, 1.07, -5.33)
H (1.15, -2.82, -4.56)
H (1.36, -1.72, -2.51)
P (-1.65, 0.46, -0.73)
P (1.80, 1.55, -0.20)
C (-0.75, 1.78, -1.65)
C (0.51, 2.56, -1.10)
H (-1.55, 2.47, -1.98)
H (-0.40, 1.26, -2.57)
H (1.04, 3.01, -1.96)
H (0.14, 3.35, -0.42)
C (2.43, 2.60, 1.15)
H (3.31, 2.09, 1.56)
H (1.66, 2.68, 1.93)
H (2.70, 3.57, 0.73)
C (3.46, 1.22, -0.96)
H (3.75, 2.07, -1.60)
H (3.45, 0.27, -1.53)
H (4.19, 1.10, -0.13)
C (-3.38, 0.62, -1.29)
H (-4.00, -0.12, -0.76)
H (-3.49, 0.47, -2.37)
H (-3.69, 1.63, -0.97)
C (-1.33, -1.20, -1.59)
H (-0.39, -1.86, -1.75)
H (-1.41, -0.86, -2.62)
H (-2.16, -1.90, -1.45)
C (-2.41, 3.90, 2.81)
Si (-1.10, 2.59, 3.23)
C (0.32, 3.65, 3.86)
C (-1.77, 1.73, 4.79)
C (-0.52, 1.46, 1.84)
C (-0.49, 0.68, 0.81)
H (-2.62, 4.56, 3.68)
H (-3.38, 3.45, 2.53)
H (-2.07, 4.54, 1.99)
H (-0.16, 4.18, 4.71)
H (1.20, 3.09, 4.21)
H (0.59, 4.38, 3.08)
H (-2.73, 1.22, 4.58)
H (-1.06, 1.04, 5.26)
H (-1.97, 2.58, 5.48)

Results
charge = +1
calculated total energy = -58401.396 eV

Atomic partial charges in e from the Löwdin method, atoms 1 to 4:
1. Y 1.342
2. C -0.288
3. C -0.372
4. C -0.231


It is found that the Kohn-Sham gap values, taken in the order of the records, are 6.35; 10.40; 8.15; 7.28; 5.09 eV.